# 1
Below is a cluster of 5 separate species, C2H14O5 in total at a distorted geometry, with properties calculated with ωB97M-V/def2-TZVPD.

Atoms and positions in Å:
C 7.22169 -1.90203 7.71670
O 7.76634 -3.12406 7.31789
H 8.01091 -1.27350 8.04492
H 6.68918 -1.49625 6.84024
H 6.46688 -2.02288 8.49214
H 8.25113 -3.48505 8.07668
C 5.43459 -8.45547 5.83952
O 6.10570 -8.59657 4.61748
H 4.79594 -9.32430 6.02034
H 6.07737 -8.42741 6.72635
H 4.81098 -7.57447 5.84723
H 6.68863 -9.33628 4.79139
O 4.73239 -4.61377 4.52609
H 3.78356 -4.63786 4.71514
H 5.28438 -5.06030 5.18141
O 8.15932 -7.08103 8.14659
H 8.93152 -7.04121 7.54663
H 7.47247 -6.65295 7.65763
O 6.00857 -5.26308 6.95725
H 5.12563 -4.97401 7.29348
H 6.57973 -4.45655 6.85190

Calculated values
ΔE to the lowest compared entry with this formula, charge and spin   35.6 kcal per mole
F_max   0.03132 hartree/bohr
Lowest unoccupied orbital energy   0.016 hartree
SMILES   CO.CO.O.O.O
Total charge   0


# 2
Below is a cluster of 7 separate species, C28H57N2O16P in total at a distorted geometry, with properties calculated with ωB97M-V/def2-TZVPD.

Atoms and positions in Å:
N -4.65385 -0.40989 -1.88183
C -3.17035 -0.48185 -2.19846
O -2.79991 -1.44744 -3.08381
C -1.99969 0.49219 -1.58225
C -2.47391 1.06284 -0.12117
N -1.54187 0.75364 1.02783
P -2.40978 1.40843 2.48676
O -3.01100 2.85177 2.26077
C -1.42522 -0.72454 1.31965
O -0.61923 -1.08316 2.35686
O -2.13125 -1.82146 0.64293
H -4.88235 -0.98073 -1.01262
H -4.93063 0.59605 -1.69511
H -1.02069 -0.18582 -1.49830
H -1.80081 1.37501 -2.34553
H -2.49712 2.25219 -0.22517
H -3.55114 0.75200 0.21315
H -3.55274 0.52330 2.74081
H -1.55862 1.38178 3.68303
H -1.37894 -2.39586 0.25714
C 0.12899 6.02085 5.18433
C 0.34117 5.03427 6.31595
O -0.47373 3.86270 6.13437
C -0.11547 2.78770 5.39561
C 1.05476 2.90566 4.46620
O -0.78793 1.75969 5.42849
H 0.43147 5.59978 4.22179
H 0.70368 6.93622 5.35800
H -0.93031 6.28101 5.09757
H 1.39307 4.76784 6.45215
H 0.01596 5.49377 7.25618
H 0.70171 3.20913 3.47799
H 1.53641 1.92440 4.39011
H 1.82373 3.59446 4.81243
C 1.86513 -2.87340 -4.62872
C 2.27878 -3.92224 -3.61494
O 1.64536 -3.68591 -2.34508
C 0.41384 -4.13300 -2.00864
C -0.48673 -4.65423 -3.08775
O 0.01368 -4.03797 -0.85066
H 0.79041 -2.90719 -4.82650
H 2.39625 -3.02071 -5.57451
H 2.08675 -1.86997 -4.25276
H 2.09674 -4.94235 -3.96459
H 3.35794 -3.84469 -3.44075
H -1.11018 -3.83927 -3.46251
H -1.12977 -5.42988 -2.65703
H 0.04367 -5.12492 -3.91404
C 0.67469 12.22025 4.51393
C 0.89179 10.88802 5.20454
O -0.19662 9.98695 4.93424
C -0.27518 9.18521 3.84761
C 0.65479 9.43119 2.69790
O -1.14748 8.32280 3.77403
H 0.64872 12.10991 3.42653
H 1.47343 12.92295 4.77188
H -0.28517 12.65318 4.81153
H 1.85408 10.43362 4.95245
H 0.90041 11.04506 6.28907
H 0.17438 10.10229 1.98226
H 0.86146 8.47264 2.20892
H 1.62182 9.83533 2.99309
C 7.15719 -1.45624 -1.59385
C 6.59167 -0.17792 -2.18122
O 5.66054 -0.46763 -3.23890
C 4.34637 -0.72807 -3.05219
C 3.85750 -1.02745 -1.66707
O 3.58415 -0.79617 -4.01367
H 6.37556 -2.06880 -1.13657
H 7.91037 -1.23043 -0.83225
H 7.61939 -2.06498 -2.37688
H 6.14228 0.47163 -1.42480
H 7.40617 0.39717 -2.63596
H 3.88403 -2.10671 -1.50033
H 2.82320 -0.67589 -1.58173
H 4.41623 -0.51779 -0.88369
C 1.27440 -6.46375 2.26035
C 2.01451 -5.87654 1.07445
O 3.43516 -5.88568 1.30094
C 4.24637 -6.93476 1.03428
C 3.63130 -8.27456 0.76263
O 5.46707 -6.80647 1.09334
H 1.53893 -7.51243 2.42023
H 0.19205 -6.39848 2.11015
H 1.53577 -5.92759 3.17771
H 1.76052 -6.36967 0.13194
H 1.72714 -4.82535 0.95888
H 3.55714 -8.83402 1.69794
H 4.28112 -8.81923 0.06856
H 2.65450 -8.22131 0.28445
C -4.95109 -2.75032 -4.96019
C -6.36493 -2.20535 -4.90527
O -7.10750 -2.58716 -6.07678
C -7.77569 -3.75538 -6.21286
C -7.51218 -4.85837 -5.23248
O -8.52464 -3.93441 -7.17051
H -4.94167 -3.84352 -4.96976
H -4.37152 -2.40639 -4.09756
H -4.44977 -2.42107 -5.87539
H -6.89257 -2.49166 -3.99114
H -6.32599 -1.11017 -4.90785
H -6.72024 -5.50367 -5.61941
H -8.43014 -5.44551 -5.11734
H -7.25007 -4.50745 -4.23559

Calculated values
F_max   0.16618 hartree/bohr
Lowest unoccupied orbital energy   0.003 hartree
SMILES   NC(=O)CCN([PH2]=O)C(=O)O.CCOC(C)=O.CCOC(C)=O.CCOC(C)=O.CCOC(C)=O.CCOC(C)=O.CCOC(C)=O
Total charge   0